The following is a quantum chemistry calculation of C37H106F12HfN8O13P2 as an isolated structure in a non-equilibrium geometry, from OMol25.

Geometry as XYZ:
```
179
Properties=species:S:1:pos:R:3:lowdin_charge:R:1
Hf 1.99692 3.40539 -3.08753 2.290
P 0.57968 0.42338 -0.61661 0.214
F 1.00184 1.26809 0.70044 -0.133
F -0.62996 1.39113 -0.83642 -0.110
F 1.43902 1.37682 -1.67046 -0.232
F 0.04077 -0.40109 -1.88657 -0.139
F 1.83535 -0.56169 -0.41472 -0.107
F -0.36765 -0.51524 0.35058 -0.137
P -1.04651 -0.37218 -5.53336 0.250
F -1.24553 0.27147 -4.08681 -0.147
F -0.00692 0.86766 -5.84152 -0.195
F 0.17015 -1.28345 -4.96524 -0.159
F -0.70285 -1.01428 -6.99365 -0.148
F -2.16914 -1.62399 -5.29706 -0.171
F -2.26243 0.50433 -6.13488 -0.132
C -3.58967 -0.14573 -2.02842 -0.172
O -4.81985 -0.74304 -1.63984 -0.091
H -3.61587 0.94396 -2.03013 0.062
H -2.76285 -0.42610 -1.37586 0.042
H -3.34171 -0.45972 -3.04234 0.066
H -5.14141 -0.21740 -0.90370 0.011
C -1.43302 3.30191 -3.53216 -0.067
O -0.27386 2.58482 -3.19073 -0.224
H -1.75752 3.03293 -4.53738 0.116
H -2.25356 3.23661 -2.81763 0.119
H -1.17437 4.35493 -3.64345 0.079
H -0.56588 1.68810 -3.37027 0.049
C 4.14627 1.75635 -0.86234 -0.083
O 3.89937 2.28787 -2.14460 -0.203
H 3.35999 2.05196 -0.16774 0.067
H 4.31386 0.68018 -0.90536 0.112
H 5.00493 2.21214 -0.36932 0.112
H 4.66744 2.02797 -2.65851 0.111
C -3.38335 1.90940 1.00960 -0.066
C -4.65590 2.59386 0.57717 -0.402
C -6.01740 1.89571 0.89155 -0.179
O -5.92748 0.56163 0.41821 -0.257
C -7.19232 -0.17568 0.54227 -0.035
N -4.72669 4.03164 1.02970 0.039
H -3.28874 1.80030 2.08999 0.076
H -2.54005 2.52568 0.69792 0.057
H -3.32538 0.90232 0.59668 0.058
H -4.59285 2.54207 -0.50977 0.115
H -6.93514 2.37615 0.55240 0.127
H -6.07147 1.96049 1.97828 0.125
H -7.85184 0.30762 -0.17853 0.094
H -7.61627 -0.04328 1.53768 0.095
H -7.08865 -1.23837 0.32312 0.097
H -4.65657 4.01570 2.03713 0.062
H -5.66273 4.39170 0.91023 0.061
C 0.07633 4.70407 0.94372 0.011
C 0.33679 4.55845 -0.54822 -0.386
C 0.30732 5.87776 -1.34405 -0.170
O 0.86875 5.66274 -2.59851 -0.310
C 0.85188 6.87497 -3.37384 -0.018
N 1.62244 3.90315 -0.76678 0.001
H 0.63365 5.47749 1.47223 0.114
H 0.25125 3.80754 1.53846 0.070
H -1.01002 4.75409 1.01740 0.110
H -0.38944 3.86956 -0.97963 0.122
H 0.83022 6.66058 -0.79463 0.152
H -0.73377 6.19883 -1.37786 0.163
H 1.39952 6.82051 -4.31470 0.103
H 1.34994 7.65419 -2.79692 0.114
H -0.18227 7.17974 -3.53436 0.121
H 2.19033 4.56533 -0.25776 0.133
H 1.63854 3.24680 0.00072 0.079
C -0.96200 2.29874 7.44710 -0.060
C 0.22098 1.83345 6.65689 -0.444
C 0.81180 2.91377 5.72206 -0.165
O -0.02145 3.30905 4.60367 -0.188
C -0.24314 2.27063 3.70539 -0.130
N 1.29038 1.40407 7.59555 0.053
H -0.70496 2.88391 8.33005 0.089
H -1.53231 1.41012 7.71764 0.082
H -1.63557 2.89707 6.83359 0.078
H -0.04029 0.97577 6.03703 0.114
H 1.79984 2.57886 5.40629 0.096
H 1.03767 3.78916 6.33098 0.130
H -0.96436 2.64469 2.97875 0.070
H -0.69830 1.42008 4.21282 0.092
H 0.73056 2.07577 3.25590 0.071
H 1.97054 0.83805 7.10863 0.027
H 0.85942 0.79110 8.27278 0.073
C 3.29386 -0.07694 -5.96453 -0.003
C 3.40617 1.06914 -4.97063 -0.330
C 3.70602 2.39753 -5.69343 -0.182
O 3.83678 3.42461 -4.75469 -0.312
C 4.67487 4.50541 -5.30402 -0.005
N 2.09604 1.28943 -4.20813 0.024
H 4.26727 -0.45492 -6.27710 0.107
H 2.78738 0.19779 -6.88979 0.108
H 2.85650 -0.97512 -5.52853 0.083
H 4.18179 0.84432 -4.23854 0.128
H 2.92016 2.78406 -6.34236 0.152
H 4.59983 2.30816 -6.31085 0.158
H 4.42484 5.46080 -4.84272 0.094
H 4.55303 4.67845 -6.37327 0.116
H 5.75729 4.42197 -5.20654 0.119
H 1.97800 0.37655 -3.79243 0.077
H 1.48828 1.20167 -5.01002 0.056
C 4.02943 -3.70260 1.44109 -0.060
C 3.09246 -4.88384 1.03134 -0.366
C 1.58681 -4.39410 1.15114 -0.204
O 1.25775 -3.83284 2.40770 -0.200
C -0.10939 -3.40458 2.54351 -0.090
N 3.46476 -5.36353 -0.32732 0.052
H 3.84858 -2.82316 0.82304 0.049
H 5.09143 -3.94791 1.43189 0.074
H 3.73284 -3.47994 2.46606 0.062
H 3.15254 -5.71561 1.73324 0.134
H 0.90631 -5.21858 0.93838 0.105
H 1.37324 -3.70355 0.33527 0.101
H -0.12620 -2.54580 1.87248 0.058
H -0.27528 -2.83968 3.46083 0.080
H -0.91743 -4.09675 2.30671 0.093
H 3.21157 -4.68482 -1.03113 0.015
H 2.87202 -6.14962 -0.55276 0.061
C -2.16433 -3.17733 -1.95294 -0.050
C -0.86624 -3.90298 -2.03795 -0.376
C -0.80026 -5.25541 -2.81358 -0.135
O -1.61175 -6.28011 -2.19196 -0.149
C -1.04264 -6.65605 -0.98894 -0.151
N 0.09472 -2.91520 -2.61721 0.059
H -2.49213 -2.89988 -2.95476 0.083
H -2.12000 -2.31223 -1.29133 0.055
H -2.98763 -3.79886 -1.60082 0.094
H -0.60172 -4.06657 -0.99327 0.108
H 0.22207 -5.59697 -2.97568 0.115
H -1.24660 -5.08333 -3.79300 0.131
H -1.22016 -5.97312 -0.15816 0.069
H 0.01954 -6.89773 -0.95029 0.086
H -1.56659 -7.56573 -0.69560 0.097
H 0.10267 -2.11952 -1.99518 0.037
H -0.22089 -2.62427 -3.53147 0.059
C 4.76170 1.35268 4.27325 -0.037
C 4.00809 0.08622 3.84303 -0.456
C 2.65634 -0.18650 4.45482 -0.165
O 2.63338 -0.36740 5.87677 -0.220
C 2.94991 -1.66485 6.37970 -0.068
N 3.86055 0.16378 2.42126 0.037
H 5.60412 1.39820 3.58306 0.070
H 5.12007 1.20129 5.29145 0.088
H 4.15845 2.26050 4.26569 0.072
H 4.71488 -0.71631 4.05398 0.132
H 2.04913 -0.89294 3.88882 0.131
H 2.13589 0.75869 4.30046 0.089
H 3.94012 -1.96762 6.03925 0.082
H 2.31562 -2.49189 6.06068 0.089
H 2.96201 -1.62801 7.46901 0.096
H 3.31359 -0.52747 1.92820 0.058
H 4.79358 0.25270 2.04491 0.066
C -3.20978 -1.43736 2.25192 -0.035
C -4.66812 -1.84565 2.61990 -0.405
C -5.17490 -3.34576 2.43452 -0.146
O -6.56168 -3.26821 2.79065 -0.216
C -7.22572 -4.49251 2.49282 -0.103
N -4.93605 -1.50470 3.97696 0.031
H -2.44993 -1.82705 2.92933 0.059
H -2.98979 -0.36979 2.25221 0.038
H -2.89041 -1.75731 1.26008 0.064
H -5.30344 -1.15408 2.06652 0.097
H -4.61436 -3.96614 3.13384 0.129
H -5.10760 -3.58248 1.37266 0.121
H -8.29635 -4.31659 2.59721 0.092
H -6.83249 -5.38411 2.98120 0.091
H -7.14857 -4.74516 1.43531 0.078
H -4.85079 -0.50566 4.09838 0.070
H -5.92420 -1.67646 4.09594 0.067
C 4.06232 -2.22221 -2.98265 -0.203
C 3.43628 -3.45730 -3.61024 -0.244
O 2.54007 -4.09762 -2.76819 -0.093
O 3.18404 -1.10616 -2.76874 -0.097
H 4.96010 -1.95808 -3.54152 0.113
H 4.55738 -2.51191 -2.05578 0.119
H 4.19747 -4.10809 -4.04053 0.130
H 2.86461 -3.21538 -4.50622 0.115
H 1.63594 -3.78133 -2.83243 0.010
H 2.52845 -1.34576 -2.10966 0.049
```

Electronic energy: -4818.1815 a.u.
Total charge: +2
Kohn-Sham gap: 1.492 eV


The following is a quantum chemistry calculation of a 13-piece molecular cluster, C37H108N8O13 overall in a non-equilibrium geometry, from OMol25.

Geometry as XYZ:
```
166
Properties=species:S:1:pos:R:3:lowdin_charge:R:1
C 1.79139 -0.66551 6.35824 -0.109
O 2.34157 0.64094 6.16975 -0.137
H 1.12373 -0.62150 7.26685 0.103
H 1.20739 -1.10689 5.52482 0.079
H 2.62671 -1.30210 6.51550 0.070
H 1.60148 1.23877 6.25746 0.078
C -3.49729 -2.27391 -1.07019 -0.198
O -3.62758 -2.86912 -2.30712 -0.117
H -4.42662 -1.77948 -0.79716 0.057
H -3.41788 -2.99360 -0.26247 0.058
H -2.66620 -1.56429 -0.98592 0.057
H -2.76504 -2.68315 -2.79409 0.072
C -1.04377 4.03604 3.56208 -0.126
O -2.39091 4.34355 3.08636 -0.133
H -0.95922 3.02535 3.81624 0.060
H -0.37855 4.27954 2.81070 0.019
H -0.74652 4.62919 4.44855 0.090
H -2.31774 5.28029 2.79435 0.087
C 5.28745 2.03467 6.69787 -0.173
O 4.16799 2.53282 6.05690 -0.123
H 5.76953 2.86478 7.22789 0.082
H 5.01052 1.31863 7.49144 0.088
H 5.99306 1.62949 6.04221 0.054
H 3.51050 1.86435 5.97842 -0.011
C -3.94296 -3.48619 7.64968 -0.173
O -2.72693 -2.78586 7.62327 -0.128
H -4.83402 -2.84006 7.70139 0.087
H -3.95998 -4.10246 6.79223 0.058
H -3.87706 -4.16746 8.52952 0.086
H -2.82473 -1.92933 8.04483 0.070
C 7.16784 0.94569 -0.79369 -0.045
C 6.62741 2.38382 -0.92246 -0.457
C 7.78117 3.31653 -0.86944 -0.225
O 7.38937 4.64399 -1.17000 -0.193
C 7.16295 5.53247 -0.13776 -0.138
N 5.84810 2.61396 -2.12807 0.045
H 6.63283 0.29798 -1.45266 0.047
H 7.08500 0.50013 0.20212 0.078
H 8.23122 0.89623 -1.12821 0.087
H 6.03554 2.60929 -0.03272 0.126
H 8.45465 3.09020 -1.68540 0.119
H 8.44989 3.32785 0.09534 0.167
H 6.30068 5.47303 0.46148 0.060
H 7.21252 6.52633 -0.61085 0.099
H 7.94673 5.62669 0.61943 0.084
H 5.97991 2.03734 -2.96045 0.080
H 5.83013 3.62396 -2.38585 0.090
C -6.55258 0.33743 0.37749 -0.027
C -5.78777 1.48268 1.16037 -0.441
C -4.89382 2.39524 0.23704 -0.212
O -3.98490 1.73688 -0.55268 -0.244
C -2.86195 1.24865 0.12977 -0.095
N -6.69962 2.27273 1.94918 0.005
H -5.85415 -0.41646 -0.02106 0.049
H -7.14389 0.82692 -0.34572 0.055
H -7.13082 -0.24977 1.13320 0.087
H -5.07461 1.02853 1.91444 0.134
H -4.29517 3.05426 0.93426 0.127
H -5.56619 2.99730 -0.37105 0.123
H -2.26004 0.56017 -0.49675 0.080
H -3.32522 0.61258 0.92984 0.081
H -2.38298 2.12485 0.60483 0.095
H -6.15516 2.91455 2.54685 0.078
H -7.33453 2.85236 1.32303 0.101
C -2.47633 -4.05892 -5.83875 -0.047
C -1.19669 -4.54755 -5.12015 -0.406
C -0.39867 -3.26862 -4.73731 -0.209
O -1.22111 -2.40961 -4.02423 -0.229
C -0.64415 -1.28563 -3.42686 -0.093
N -1.51040 -5.53568 -4.09861 0.064
H -2.29531 -3.11059 -6.32726 0.074
H -3.28054 -3.98699 -5.13796 0.062
H -2.80554 -4.84646 -6.54401 0.085
H -0.52246 -5.01049 -5.85457 0.131
H -0.20856 -2.81861 -5.67992 0.104
H 0.56578 -3.42929 -4.17971 0.123
H -0.06536 -0.61347 -4.10757 0.111
H -0.02760 -1.64252 -2.60663 0.072
H -1.51089 -0.70366 -3.06889 0.057
H -0.75863 -6.11625 -3.74824 0.075
H -1.99999 -5.06030 -3.37474 0.038
C -4.64557 -7.07798 -1.69631 -0.064
C -4.60692 -6.69867 -0.20160 -0.402
C -3.16262 -6.46903 0.37776 -0.192
O -2.49051 -5.68209 -0.57058 -0.214
C -1.37334 -4.97295 -0.05025 -0.092
N -5.52428 -5.54263 -0.08683 0.028
H -4.15986 -8.03075 -1.79992 0.068
H -4.02506 -6.31971 -2.26317 0.086
H -5.64496 -7.11990 -2.04059 0.061
H -5.08278 -7.57919 0.31689 0.133
H -2.65918 -7.43952 0.48723 0.120
H -3.20607 -5.92703 1.34570 0.123
H -1.00106 -4.38490 -0.82965 0.064
H -0.63228 -5.70221 0.16844 0.082
H -1.55899 -4.37179 0.79066 0.064
H -5.32119 -4.93119 -0.87109 0.055
H -5.41363 -4.92157 0.70785 0.061
C -4.01538 2.73158 -4.33002 -0.036
C -2.96801 1.74711 -3.83908 -0.387
C -1.76577 2.37751 -3.22263 -0.212
O -0.95277 3.08399 -4.17104 -0.206
C -0.75571 4.45545 -3.81900 -0.115
N -3.37101 0.54924 -3.00705 0.089
H -4.80908 2.16795 -4.78682 0.071
H -3.60677 3.34522 -5.09418 0.064
H -4.35074 3.36891 -3.51455 0.079
H -2.58604 1.23907 -4.68813 0.122
H -1.12144 1.64494 -2.64827 0.130
H -2.04454 3.19572 -2.52105 0.114
H -0.31726 4.53383 -2.79282 0.070
H -1.72314 5.06459 -3.84422 0.103
H -0.03906 4.77853 -4.58577 0.088
H -4.04163 0.05481 -3.44919 0.037
H -3.67219 0.85797 -2.11075 0.021
C 2.28942 4.68435 -0.89533 -0.085
C 1.93956 3.76131 0.19794 -0.421
C 2.15988 4.40607 1.66738 -0.209
O 2.00032 3.35624 2.57074 -0.197
C 2.18740 3.92066 3.92353 -0.064
N 0.57748 3.25928 0.01501 0.067
H 1.85163 5.71891 -0.76166 0.095
H 2.00220 4.29591 -1.89678 0.076
H 3.40636 4.88935 -0.94014 0.087
H 2.60730 2.91713 0.28459 0.102
H 1.40464 5.17442 1.76834 0.105
H 3.14290 4.88492 1.75732 0.123
H 1.90117 3.18279 4.70503 0.078
H 1.51786 4.73850 4.03845 0.055
H 3.19918 4.17556 4.26569 0.088
H -0.18066 3.94396 0.07159 0.079
H 0.33961 2.47546 0.64023 0.046
C 3.45641 -3.28102 -0.98105 -0.061
C 3.01291 -2.97892 -2.39933 -0.443
C 3.26989 -1.57066 -2.70070 -0.256
O 2.42754 -0.76657 -1.87704 -0.200
C 2.61311 0.62155 -2.23582 -0.083
N 3.76141 -3.95539 -3.26190 0.030
H 3.45264 -4.33789 -0.85735 0.066
H 2.85401 -2.85546 -0.18747 0.068
H 4.43851 -2.89987 -0.77401 0.074
H 1.93327 -3.18605 -2.46912 0.122
H 3.15635 -1.33396 -3.75769 0.122
H 4.34632 -1.38396 -2.56229 0.122
H 1.88429 1.15734 -1.65762 0.064
H 2.44088 0.84955 -3.28910 0.085
H 3.69590 0.91345 -1.97770 0.087
H 3.42395 -4.01542 -4.24932 0.079
H 4.76431 -3.68462 -3.31451 0.080
C -1.26301 -0.53070 2.85257 -0.042
C -0.31836 -0.15358 1.73857 -0.419
C 1.11696 0.15610 2.25980 -0.191
O 1.82967 0.73002 1.19486 -0.208
C 3.22695 0.58074 1.26518 -0.111
N -0.39712 -1.09921 0.60430 0.075
H -2.26401 -0.36952 2.44317 0.062
H -1.17341 -0.07730 3.83177 0.072
H -1.15725 -1.58940 3.00142 0.071
H -0.53978 0.80820 1.23855 0.098
H 1.64544 -0.72054 2.64252 0.122
H 0.95001 0.88639 3.09254 0.121
H 3.76520 0.91161 0.34516 0.080
H 3.62730 -0.39752 1.63359 0.103
H 3.64355 1.29225 1.95657 0.070
H -0.18017 -2.02612 0.86974 0.043
H 0.35454 -0.83083 -0.09825 0.096
```

Electronic energy: -2890.3023 a.u.
Total charge: 0
Kohn-Sham gap: 8.761 eV
Relative energy (zero: lowest compared OMol25 entry of this formula, charge and spin): 296.3 kJ/mol


no.,LUMO (eV)
1,-10.03
2,0.14